Record 1
# C4H9NO2

One molecule with the formula C4H9NO2 (ωB97M-V/def2-TZVPD, the Open Molecules 2025 dataset).

Each line ends with the natural charge from an NBO analysis.
Geometry (Å):
C 1.860926 -0.713845 -0.502666  -0.630
C 0.395666 -0.304567 -0.524286  0.096
O -0.410470 -1.225004 -1.257969  -0.731
C -0.205921 -0.234589 0.887496  -0.531
C -1.004851 1.027341 1.170417  0.680
N -1.887547 1.373671 0.186640  -0.839
O -0.859213 1.687359 2.182805  -0.610
H 1.988425 -1.690615 -0.024822  0.214
H 2.444712 0.028380 0.052641  0.221
H 2.270881 -0.764694 -1.518938  0.205
H 0.323059 0.686394 -0.997760  0.165
H -0.002053 -1.355101 -2.123767  0.470
H -0.864656 -1.104048 1.004594  0.248
H 0.563804 -0.295758 1.659922  0.238
H -2.503791 2.151326 0.366873  0.403
H -2.108971 0.733750 -0.561180  0.402

Cartesian forces (eV/Å) of the 3 atoms listed first:
0.1 0.0 0.0
0.2 0.2 0.2
0.1 0.0 -0.3

For the total energy, the calculation gives -9879.57231 eV. As for the SMILES: C[C@@H](O)CC(N)=O. As for the orbital gap: 0.3837 Ha. As for the net charge: 0. The calculation puts the LUMO energy at 0.7 eV.


Record 2
# C4H9NO2

One molecule with the formula C4H9NO2 (ωB97M-V/def2-TZVPD, the Open Molecules 2025 dataset).

Each line ends with the natural charge from an NBO analysis.
Geometry (Å):
N 1.019797 -1.379362 0.584766  -0.832
C 0.487310 -0.074097 0.241134  -0.072
C -0.803360 0.313004 0.959178  -0.090
O -0.713724 0.013212 2.350726  -0.719
C 0.353445 -0.053188 -1.292019  -0.519
C -0.104399 1.253470 -1.872250  0.446
O -0.175082 2.285148 -1.257640  -0.528
H 1.473098 -1.404730 1.489773  0.371
H 0.277157 -2.068806 0.659943  0.341
H 1.256147 0.658378 0.481694  0.200
H -0.866738 1.392710 0.877322  0.209
H -1.633040 -0.238231 0.506830  0.151
H -1.170996 -0.815616 2.497342  0.464
H -0.341756 -0.828143 -1.629946  0.216
H 1.363060 -0.265231 -1.670388  0.255
H -0.420918 1.211482 -2.926466  0.106

Cartesian forces (eV/Å) of the 3 atoms listed first:
0.0 -0.7 0.3
0.3 -0.1 -0.5
0.8 -0.1 0.3

For the total energy, the calculation gives -9878.27888 eV. As for the SMILES: N[C@H](CO)CC=O. As for the orbital gap: 0.3770 Ha. As for the net charge: 0. The calculation puts the LUMO energy at 0.8 eV.


Record 3
# C4H9NO2

An isolated ion of composition C4H9NO2 and charge +1 (ωB97M-V/def2-TZVPD, the Open Molecules 2025 dataset).

Each line ends with the Mulliken spin population.
Geometry (Å):
C 1.226069 1.518186 -0.885773  -0.004
C 1.075267 0.102318 -1.275461  -0.093
N 0.835003 -0.883905 -0.312332  0.644
C 0.107239 -0.710891 0.914045  0.001
C -1.396324 -0.415961 0.572702  0.105
O -2.055812 -0.622640 1.784071  0.008
O 1.150369 -0.312709 -2.405485  0.355
H 0.587812 1.811405 -0.037689  -0.005
H 0.949143 2.137301 -1.723405  -0.001
H 2.238503 1.761154 -0.594338  -0.005
H 0.915581 -1.844658 -0.655433  -0.033
H 0.526264 0.091338 1.522134  0.022
H 0.103623 -1.657953 1.425749  0.006
H -1.487881 0.621777 0.239691  -0.001
H -1.763829 -1.101450 -0.200783  -0.004
H -3.011029 -0.493312 1.632307  0.004

Cartesian forces (eV/Å) of the 3 atoms listed first:
-0.9 0.6 0.8
0.6 0.6 -0.1
-0.3 -0.4 0.7

For the total energy, the calculation gives -9869.76730 eV. The spin multiplicity is 2. As for the orbital gap (spin up / spin down): 0.4190 / 0.2314 Ha. As for the net charge: +1. The calculation puts the LUMO energy (spin up / spin down) at -3.9 / -8.9 eV.


Largest force on an atom list, top to bottom, in Eh/bohr: 0.0070, 0.0166, 0.0260
Relative energy (zero: lowest compared OMol25 entry of this formula, charge and spin) list, top to bottom, in kcal per mole: 11.3, 41.1, 33.1